Below is a 5-piece molecular cluster, C12H28Cl4N2O4 overall in a non-equilibrium geometry, with properties calculated with wB97M-V/def2-TZVPD.

For the highest occupied orbital energy, the calculation gives -10.92 eV. Its spin multiplicity is 1. The calculation puts the orbital gap at 11.080 eV. As for the SMILES: C[N+](=O)[O-].C[N+](=O)[O-].CCCCCC.ClCCCl.ClCCCl.

Each line ends with the Löwdin charge.
CARTESIAN COORDINATES (ANGSTROEM)
C 4.49 2.46 -3.25  0.05
N 5.74 1.75 -3.65  -0.46
O 6.28 1.03 -2.84  0.08
O 6.14 1.97 -4.77  0.06
H 4.67 3.52 -3.45  0.10
H 4.31 2.31 -2.19  0.08
H 3.70 2.12 -3.91  0.09
C 1.89 -0.58 0.45  0.00
N 3.33 -0.61 0.14  -0.44
O 3.89 0.44 -0.08  0.06
O 3.87 -1.70 0.16  0.05
H 1.41 0.32 0.07  0.07
H 1.82 -0.61 1.54  0.04
H 1.41 -1.47 0.07  0.09
C -1.61 1.01 1.95  -0.12
C -3.14 1.05 1.89  -0.28
C -3.76 -0.27 1.51  -0.25
C -5.27 -0.21 1.38  -0.25
C -5.89 -1.45 0.80  -0.29
C -7.36 -1.28 0.44  -0.12
H -1.28 0.27 2.68  0.07
H -1.21 1.97 2.26  0.07
H -1.16 0.77 0.99  0.05
H -3.54 1.37 2.86  0.11
H -3.45 1.83 1.18  0.11
H -3.46 -1.07 2.20  0.12
H -3.32 -0.56 0.54  0.11
H -5.68 -0.03 2.39  0.12
H -5.56 0.68 0.81  0.12
H -5.33 -1.80 -0.07  0.11
H -5.79 -2.29 1.50  0.11
H -7.96 -1.18 1.35  0.07
H -7.54 -0.39 -0.16  0.07
H -7.76 -2.14 -0.09  0.07
Cl 3.38 -0.29 3.67  0.59
C 4.45 -1.62 4.20  -0.65
C 5.36 -2.03 3.08  -0.68
Cl 6.61 -3.14 3.68  0.56
H 3.82 -2.44 4.53  0.07
H 5.03 -1.26 5.05  0.06
H 5.86 -1.16 2.66  0.07
H 4.84 -2.52 2.26  0.05
Cl -0.41 0.01 -2.33  0.58
C 0.19 1.02 -3.63  -0.69
C -0.55 0.84 -4.94  -0.67
Cl -2.29 1.13 -4.80  0.55
H 1.25 0.82 -3.82  0.07
H 0.15 2.07 -3.33  0.07
H -0.45 -0.20 -5.27  0.07
H -0.12 1.50 -5.68  0.08

=====

Below is C12H28HoNO5P2S as an isolated structure in a non-equilibrium geometry, with properties calculated with wB97M-V/def2-TZVPD.

For the highest occupied orbital energy (alpha / beta), the calculation gives -6.43 / -6.43 eV. The expectation value of S² is 6.005. Its spin multiplicity is 5. The calculation puts the orbital gap (alpha / beta) at 6.327 / 6.373 eV.

Each line ends with the Löwdin charge.
CARTESIAN COORDINATES (ANGSTROEM)
C -1.57 3.83 -0.55  -0.05
C -0.83 2.63 -0.69  -0.39
N -1.13 1.54 0.12  -0.01
C -2.34 1.54 0.71  -0.36
C -3.24 2.61 0.62  -0.08
C -2.83 3.79 0.00  -0.08
C 0.29 2.59 -1.55  -0.37
P 1.03 1.08 -2.04  0.75
Ho 0.41 -0.57 0.13  0.98
P -1.58 -0.74 2.17  0.78
C -2.88 0.30 1.41  -0.32
O 2.16 4.22 0.16  -0.08
O 4.04 1.79 0.60  -0.08
H -1.21 4.69 -1.12  0.11
H -4.21 2.52 1.10  0.10
H -3.48 4.66 -0.01  0.11
C 0.17 0.96 -3.65  -0.27
C 2.76 1.44 -2.55  -0.26
H -3.55 0.58 2.23  0.09
H -3.43 -0.36 0.72  0.09
H 1.67 3.49 -0.25  -0.04
H 0.55 3.55 -2.03  0.08
C -2.42 -2.36 2.18  -0.26
C -1.61 -0.25 3.92  -0.27
H 1.86 0.11 1.16  0.04
H 4.45 1.63 1.48  0.06
H 3.24 2.31 0.74  0.00
H 1.73 4.35 1.04  0.06
H -1.09 -1.34 -0.79  -0.11
H 2.07 -0.55 1.51  0.11
H 0.50 1.77 -4.32  0.05
H 0.35 -0.02 -4.09  0.03
H -0.91 1.09 -3.46  0.05
H 2.82 2.29 -3.24  0.05
H 3.40 1.62 -1.68  0.02
H 3.16 0.55 -3.05  0.05
H -2.56 -0.57 4.37  0.05
H -0.77 -0.73 4.43  0.05
H -1.51 0.85 3.99  0.05
H -3.05 -2.44 3.07  0.04
H -3.03 -2.45 1.27  0.04
H -1.65 -3.15 2.18  0.03
C 0.34 -4.24 -0.97  -0.14
S 1.50 -3.19 -0.12  0.47
O 0.74 -2.59 1.07  -0.55
O 2.69 -3.91 0.18  -0.27
O 1.68 -1.99 -1.04  -0.51
H 0.29 -5.20 -0.45  0.07
H 0.71 -4.40 -1.99  0.08
H -0.66 -3.78 -1.00  0.05

=====

Below is C12H29AuN4O6P as an isolated structure in a non-equilibrium geometry, with properties calculated with wB97M-V/def2-TZVPD.

For the highest occupied orbital energy (alpha / beta), the calculation gives -10.07 / -9.83 eV. The expectation value of S² is 2.043. Its spin multiplicity is 3. Its total charge is +1. The calculation puts the orbital gap (alpha / beta) at 6.409 / 5.536 eV. The relative energy (zero: lowest compared OMol25 entry of this formula, charge and spin) comes out at 0.000 eV.

Each line ends with the Löwdin charge.
CARTESIAN COORDINATES (ANGSTROEM)
O 0.01 -0.73 -3.33  0.05
H 0.28 -1.15 -4.15  0.16
Au 0.73 0.11 0.26  1.04
N 1.88 -1.49 -0.68  -0.25
N -0.49 -1.75 0.33  -0.18
N 1.08 2.29 0.31  -0.23
N -1.11 1.10 0.94  -0.14
O 3.10 -1.36 -0.93  -0.11
O 2.16 2.78 -0.17  -0.16
O -2.22 0.46 1.33  -0.08
O -1.58 -1.91 1.01  -0.15
C -0.03 -2.82 -0.35  -0.30
C 1.22 -2.65 -0.99  -0.29
C 0.11 3.09 0.77  -0.29
C -1.06 2.41 1.20  -0.27
C 1.85 -3.65 -1.87  -0.01
H 1.61 -3.44 -2.93  0.09
H 1.44 -4.64 -1.64  0.08
H 2.93 -3.64 -1.75  0.09
C -0.84 -4.05 -0.30  -0.02
H -1.81 -3.87 -0.79  0.09
H -1.06 -4.36 0.73  0.10
H -0.37 -4.89 -0.82  0.07
C 0.32 4.55 0.83  -0.02
C -2.16 3.12 1.90  -0.01
H 0.98 4.85 0.00  0.09
H 0.78 4.87 1.78  0.10
H -0.65 5.10 0.78  0.09
H -2.93 2.43 2.24  0.08
H -2.66 3.80 1.22  0.10
H -1.86 3.70 2.76  0.09
H 2.33 1.47 -1.42  0.09
H -1.98 -0.58 1.23  0.03
C -1.56 -0.29 -3.08  0.19
H -2.01 -1.24 -2.88  0.10
H -1.92 0.36 -3.88  0.11
H -1.46 0.25 -2.18  0.05
O 1.54 0.96 -1.79  -0.16
H 0.75 -0.14 -2.87  0.14
H 0.89 1.63 -2.04  0.08
C 3.27 0.70 2.34  -0.23
P 1.76 -0.29 2.25  0.74
C 2.21 -2.01 2.48  -0.23
C 0.63 0.17 3.58  -0.23
H 3.86 0.50 1.44  0.06
H 3.84 0.44 3.23  0.06
H 3.02 1.77 2.34  0.05
H 2.71 -2.14 3.45  0.06
H 1.32 -2.65 2.45  0.06
H 2.89 -2.33 1.68  0.05
H -0.29 -0.42 3.51  0.06
H 0.36 1.23 3.50  0.05
H 1.09 -0.01 4.55  0.06

=====

Below is a 4-piece molecular cluster, C12H29O9PS3 overall in a non-equilibrium geometry, with properties calculated with wB97M-V/def2-TZVPD.

For the highest occupied orbital energy, the calculation gives -8.62 eV. Its spin multiplicity is 1. The calculation puts the orbital gap at 9.111 eV. As for the SMILES: CCOS(C)(=O)=O.CCOS(C)(=O)=O.CCOS(C)(=O)=O.C#CPC.

Each line ends with the Löwdin charge.
CARTESIAN COORDINATES (ANGSTROEM)
C 2.35 -4.83 -0.85  -0.07
C 2.16 -3.79 0.25  -0.27
O 1.06 -2.93 -0.04  -0.27
S -0.44 -3.47 0.25  0.60
C -1.26 -1.90 0.13  -0.14
O -0.52 -3.92 1.62  -0.29
O -0.85 -4.29 -0.85  -0.29
H 1.52 -5.54 -0.86  0.07
H 3.27 -5.39 -0.69  0.08
H 2.39 -4.35 -1.83  0.08
H 2.05 -4.26 1.22  0.12
H 3.06 -3.16 0.30  0.11
H -0.90 -1.25 0.92  0.08
H -2.33 -2.07 0.24  0.06
H -1.05 -1.47 -0.85  0.02
C -3.51 6.91 -0.55  -0.08
C -4.99 6.76 -0.26  -0.27
O -5.73 6.46 -1.44  -0.27
S -5.71 4.93 -1.99  0.59
C -7.06 5.10 -3.13  -0.12
O -6.11 4.05 -0.93  -0.29
O -4.50 4.72 -2.74  -0.29
H -3.07 5.95 -0.83  0.07
H -2.98 7.27 0.34  0.08
H -3.34 7.60 -1.38  0.09
H -5.17 6.01 0.51  0.12
H -5.38 7.71 0.12  0.12
H -7.97 5.32 -2.58  0.08
H -7.16 4.15 -3.67  0.07
H -6.83 5.90 -3.84  0.08
C 8.47 -4.03 2.37  -0.08
C 8.28 -3.00 3.46  -0.27
O 7.19 -2.13 3.17  -0.27
S 5.69 -2.67 3.46  0.61
C 4.86 -1.10 3.34  -0.12
O 5.60 -3.12 4.83  -0.28
O 5.27 -3.50 2.36  -0.29
H 7.64 -4.74 2.36  0.07
H 9.40 -4.60 2.53  0.08
H 8.51 -3.56 1.39  0.08
H 8.16 -3.47 4.44  0.12
H 9.18 -2.37 3.51  0.12
H 5.22 -0.45 4.13  0.07
H 3.79 -1.28 3.45  0.08
H 5.07 -0.67 2.35  0.07
C -1.10 0.73 -2.64  -0.01
C -2.27 0.13 -2.47  -0.38
P -4.01 -0.67 -2.29  0.76
C -5.19 0.82 -2.47  -0.38
H -0.38 1.60 -2.90  0.05
H -4.21 -1.60 -3.40  -0.07
H -5.10 1.42 -1.49  0.04
H -6.27 0.51 -2.74  0.05
H -4.79 1.51 -3.32  0.05

=====

> Number 1 is which compound?

C12H28Cl4N2O4

=====

What did the fourth record say?
Below is a 4-piece molecular cluster, C12H29O9PS3 overall in a non-equilibrium geometry, with properties calculated with wB97M-V/def2-TZVPD.

For the highest occupied orbital energy, the calculation gives -8.62 eV. Its spin multiplicity is 1. The calculation puts the orbital gap at 9.111 eV. As for the SMILES: CCOS(C)(=O)=O.CCOS(C)(=O)=O.CCOS(C)(=O)=O.C#CPC.

Each line ends with the Löwdin charge.
CARTESIAN COORDINATES (ANGSTROEM)
C 2.35 -4.83 -0.85  -0.07
C 2.16 -3.79 0.25  -0.27
O 1.06 -2.93 -0.04  -0.27
S -0.44 -3.47 0.25  0.60
C -1.26 -1.90 0.13  -0.14
O -0.52 -3.92 1.62  -0.29
O -0.85 -4.29 -0.85  -0.29
H 1.52 -5.54 -0.86  0.07
H 3.27 -5.39 -0.69  0.08
H 2.39 -4.35 -1.83  0.08
H 2.05 -4.26 1.22  0.12
H 3.06 -3.16 0.30  0.11
H -0.90 -1.25 0.92  0.08
H -2.33 -2.07 0.24  0.06
H -1.05 -1.47 -0.85  0.02
C -3.51 6.91 -0.55  -0.08
C -4.99 6.76 -0.26  -0.27
O -5.73 6.46 -1.44  -0.27
S -5.71 4.93 -1.99  0.59
C -7.06 5.10 -3.13  -0.12
O -6.11 4.05 -0.93  -0.29
O -4.50 4.72 -2.74  -0.29
H -3.07 5.95 -0.83  0.07
H -2.98 7.27 0.34  0.08
H -3.34 7.60 -1.38  0.09
H -5.17 6.01 0.51  0.12
H -5.38 7.71 0.12  0.12
H -7.97 5.32 -2.58  0.08
H -7.16 4.15 -3.67  0.07
H -6.83 5.90 -3.84  0.08
C 8.47 -4.03 2.37  -0.08
C 8.28 -3.00 3.46  -0.27
O 7.19 -2.13 3.17  -0.27
S 5.69 -2.67 3.46  0.61
C 4.86 -1.10 3.34  -0.12
O 5.60 -3.12 4.83  -0.28
O 5.27 -3.50 2.36  -0.29
H 7.64 -4.74 2.36  0.07
H 9.40 -4.60 2.53  0.08
H 8.51 -3.56 1.39  0.08
H 8.16 -3.47 4.44  0.12
H 9.18 -2.37 3.51  0.12
H 5.22 -0.45 4.13  0.07
H 3.79 -1.28 3.45  0.08
H 5.07 -0.67 2.35  0.07
C -1.10 0.73 -2.64  -0.01
C -2.27 0.13 -2.47  -0.38
P -4.01 -0.67 -2.29  0.76
C -5.19 0.82 -2.47  -0.38
H -0.38 1.60 -2.90  0.05
H -4.21 -1.60 -3.40  -0.07
H -5.10 1.42 -1.49  0.04
H -6.27 0.51 -2.74  0.05
H -4.79 1.51 -3.32  0.05

=====

> Which formula does entry 1 have?

C12H28Cl4N2O4